Entry 1:
Below is a structure of composition C25H89GaNO18, with properties calculated with the ωB97M-V functional and the def2-TZVPD basis.

Summary:
E_LUMO: 1.7 eV
Energy: -118078.1828 eV
Kohn-Sham gap: 6.262 eV

The geometry in ORCA input format:
```
! wB97M-V def2-TZVPD RIJCOSX def2/J DEFGRID3
* xyz -1 1
H -5.387 2.823 4.907
H 3.026 -4.264 1.910
H -0.607 3.030 -5.099
H 8.660 -6.122 5.508
C -3.333 -0.877 -1.648
O -2.521 -0.060 -6.071
H -2.110 0.753 -5.731
H -7.332 -2.196 -2.676
C 3.616 2.563 3.254
O 0.818 2.656 -11.773
H -3.853 1.844 -2.986
H -4.860 -1.093 6.657
H -1.755 0.292 -7.947
H -9.546 -2.711 -2.964
H -3.919 -5.410 -7.132
H 0.567 4.142 -9.280
H 4.719 5.614 3.621
H 3.865 -2.395 5.217
C -2.719 0.122 -7.460
C 8.269 -5.103 5.461
O 6.048 -2.459 2.427
C -0.773 0.006 -2.209
O 3.057 6.625 2.950
O -4.709 -5.246 -7.674
H 2.036 -3.396 4.265
O 0.731 0.314 7.162
H 0.967 -0.698 3.424
H 3.574 -4.052 5.833
H -1.057 4.828 -8.959
C -0.112 1.082 -1.164
O 6.998 -5.112 4.837
H -1.159 -0.418 7.517
H 1.331 1.072 -10.576
H -2.616 3.371 -6.148
C -0.589 2.426 4.658
O -1.294 3.477 -4.576
H -3.623 -1.735 -2.424
H 2.291 0.080 1.310
H -3.379 2.482 5.956
C 8.940 -0.241 5.780
H -0.612 -1.104 -1.830
H -0.872 1.272 8.009
N 2.945 -3.207 1.893
H -3.512 -0.878 5.509
H 5.370 -1.399 4.055
O -1.717 2.280 3.814
C -4.074 -1.607 6.099
H -0.283 2.213 -1.447
H 0.324 2.379 4.059
C -0.605 0.915 0.399
H -4.526 -2.353 5.441
Ga 1.053 -0.846 1.829
H 9.527 -0.559 4.916
H 7.140 -1.541 3.900
H -0.644 3.396 5.159
C -0.397 3.973 -8.793
H 3.653 -2.867 1.204
H 4.224 7.028 4.587
C -9.054 -1.908 -3.519
H -4.361 -0.349 -1.354
O 1.912 -3.041 5.162
H -3.379 0.978 -7.626
O -3.204 -2.247 7.014
H -1.735 1.295 0.467
H -5.722 4.084 6.122
C -5.701 -6.164 -7.254
H 4.428 3.251 3.009
O 8.043 -1.278 6.135
C -2.164 4.117 -5.491
H -2.950 4.632 -4.933
H 5.010 7.270 3.005
H 0.212 4.603 -7.064
H -0.859 3.074 -9.208
H 1.779 -0.304 -1.231
H -1.602 4.846 -6.080
H 9.611 -0.036 6.618
H 3.182 6.270 2.053
H -5.710 -2.513 -4.200
C -0.437 0.271 7.962
H 1.094 -0.588 7.138
C -4.935 3.569 5.565
H -6.605 -6.006 -7.846
H 6.183 -2.953 4.420
C -2.971 1.688 -2.197
H 3.039 2.328 2.356
H 7.536 -0.967 6.904
H 1.915 0.985 -12.258
H -9.224 -0.950 -3.021
O -4.054 -3.667 -3.843
H -4.362 -2.299 -5.348
O -4.065 2.929 6.480
H -5.376 -3.774 -5.416
H -9.460 -1.866 -4.532
H -0.588 1.631 5.407
H -1.641 1.412 3.384
H -0.176 -0.059 8.970
O -0.566 -0.467 0.907
O -0.199 3.790 -7.403
H -2.517 -2.694 6.490
H -3.367 -4.115 -4.367
H 8.165 -4.708 6.474
H 8.951 -4.466 4.892
C 3.183 -3.032 5.786
H -2.216 2.563 -2.391
H 1.915 1.311 -2.304
H 1.211 3.150 -12.512
C 6.190 -2.067 3.780
H 2.058 1.463 -0.392
C 1.743 1.649 -11.407
H 8.375 0.658 5.523
H 7.123 -5.467 3.940
H -0.208 0.089 -3.233
H 0.722 -3.537 1.683
C 1.570 -2.805 1.335
H 4.034 1.642 3.666
C -4.924 -3.027 -4.758
H -3.181 -0.777 -7.875
H 2.412 3.971 3.826
H 0.006 1.684 1.078
H -3.501 1.739 -1.138
C 1.542 0.859 -1.268
H -2.810 -1.373 -0.723
H -2.556 -0.036 -3.629
H 1.618 -2.845 0.151
H -5.342 -7.185 -7.406
H -4.374 4.298 4.975
H 3.079 -2.637 6.799
C -2.382 0.183 -2.469
C 4.328 6.633 3.574
O -7.664 -2.165 -3.589
O 2.767 3.156 4.220
H -5.927 -6.000 -6.197
H 5.197 -2.922 2.352
H 2.683 2.111 -11.097
*
```

Results of the Mulliken charge analysis, in e, for atoms 1 through 6: number 1, H, carries 0.23; number 2, H, carries 0.21; number 3, H, carries 0.28; number 4, H, carries 0.30; number 5, C, carries -0.83; number 6, O, carries -0.37

***

Entry 2:
Below is a structure of composition C26H12F5N5O5Sc, with properties calculated with the ωB97M-V functional and the def2-TZVPD basis.

Summary:
E_LUMO: 1.7 eV
Energy: -79141.2829 eV
Energy above the lowest of the compared OMol25 structures with the same formula, charge and spin: 0.265 eV
Kohn-Sham gap: 7.142 eV

The geometry in ORCA input format:
```
! wB97M-V def2-TZVPD RIJCOSX def2/J DEFGRID3
* xyz -1 1
C 3.809 0.911 3.426
N -0.064 1.841 -0.159
N -2.586 0.505 0.275
C 0.165 -1.398 -2.568
C -0.881 -2.077 -1.921
C 3.540 1.710 2.342
H 4.735 1.019 3.977
H 2.095 6.530 -2.523
O -0.580 -3.391 2.908
H -4.442 1.659 -2.258
F -2.339 -3.942 -2.068
C 1.019 -2.611 1.239
C -0.777 -3.639 -3.789
C 1.866 4.752 -1.349
C 2.856 -0.025 3.810
C -4.207 1.062 -1.389
Sc -0.334 -0.306 0.461
H 0.946 -0.835 3.355
H 4.220 2.474 1.997
C -5.098 0.159 -0.856
H -1.714 4.567 -2.913
C -0.719 4.627 -2.491
F 0.591 -0.267 -1.946
C -0.935 2.479 -1.014
H -5.397 -1.276 0.736
C 1.704 -0.125 3.063
H -0.149 6.423 -3.513
C 1.434 5.716 -2.253
H 2.848 4.790 -0.898
C -4.734 -0.555 0.280
O -0.884 -1.360 1.995
C 2.333 1.558 1.636
O 1.828 -3.493 1.390
H 3.009 -0.680 4.655
C -1.333 -3.225 -2.594
O -1.375 -1.626 -0.816
C 0.255 -2.931 -4.382
N 2.152 2.464 0.611
F -1.242 -4.742 -4.395
C 1.090 2.587 -0.105
N 1.435 0.620 1.981
C -3.474 -0.354 0.797
F 1.721 -1.084 -4.318
N -2.150 2.211 -1.350
C 0.159 5.655 -2.815
H -3.126 -0.923 1.649
H -6.069 0.010 -1.311
C 0.989 3.731 -1.044
C -0.267 -2.511 2.147
C -0.274 3.669 -1.602
F 0.786 -3.345 -5.547
O 1.081 -1.633 0.377
C 0.730 -1.791 -3.758
C -2.948 1.232 -0.795
*
```

Results of the natural (NBO) charge analysis, in e, for atoms 1 through 6: number 1, C, carries -0.16; number 2, N, carries -0.71; number 3, N, carries -0.52; number 4, C, carries 0.27; number 5, C, carries 0.27; number 6, C, carries -0.24

***

Entry 3:
Below is a structure of composition C26H13CaF10N4O2S3, with properties calculated with the ωB97M-V functional and the def2-TZVPD basis.

Summary:
E_LUMO: 1.9 eV
Energy: -115348.8771 eV
Energy above the lowest of the compared OMol25 structures with the same formula, charge and spin: 0.000 eV
Kohn-Sham gap: 6.316 eV

The geometry in ORCA input format:
```
! wB97M-V def2-TZVPD RIJCOSX def2/J DEFGRID3
* xyz -1 1
C 0.879 -0.286 -5.290
F -5.186 1.852 0.207
Ca 0.118 -0.662 0.954
C -4.424 2.358 -0.773
H 0.235 -3.705 3.454
F -2.249 4.076 -3.771
C -2.555 2.332 -2.197
C 0.056 0.355 4.263
C -0.307 -1.835 4.319
C 0.146 -1.473 -3.347
C 2.768 -2.939 1.635
H -0.753 -3.388 -3.679
F 1.834 -3.918 1.849
F 5.728 -0.213 1.034
C 4.080 -3.374 1.617
C -0.656 -3.205 3.838
C 2.374 -1.637 1.465
N 0.110 1.561 2.159
F 3.141 0.565 1.081
C 0.036 2.962 0.127
C -2.972 3.514 -2.784
C -0.296 -2.526 -4.141
C 0.009 2.736 1.600
N 0.017 -1.507 -1.917
H 1.333 0.592 -5.732
S 0.223 -1.522 5.926
C -0.147 -2.441 -5.515
F -5.994 4.123 -0.930
F -4.546 5.277 -2.924
S -2.733 0.209 -0.435
C 0.408 0.139 5.552
C 4.752 -1.118 1.233
F 4.406 -4.669 1.794
F 6.371 -2.834 1.386
H 0.550 -1.264 -7.174
N -0.344 -0.771 3.571
N -0.703 -2.433 -1.408
C 5.084 -2.447 1.409
H 0.776 0.856 6.270
C 0.029 1.629 3.535
H -1.086 -3.810 4.636
C -4.131 4.126 -2.362
H 0.892 2.454 -0.316
H -0.492 -3.259 -6.138
C 0.439 -1.323 -6.098
O -0.800 -2.384 -0.139
H -1.371 -3.129 3.022
C -4.859 3.535 -1.350
H 0.079 4.021 -0.122
C -3.249 1.698 -1.159
F -1.415 1.796 -2.668
H -0.264 3.169 5.066
H 1.065 0.440 -3.261
S -0.181 4.005 2.745
O 0.621 -0.578 -1.212
C 0.737 -0.357 -3.911
C 3.417 -0.768 1.271
C -0.138 2.877 4.035
H -0.863 2.519 -0.301
*
```

Results of the natural (NBO) charge analysis, in e, for atoms 1 through 6: number 1, C, carries -0.20; number 2, F, carries -0.31; number 3, Ca, carries 1.73; number 4, C, carries 0.28; number 5, H, carries 0.27; number 6, F, carries -0.31

***

Entry 4:
Below is a structure of composition C26H14BrCl68N2O2, with properties calculated with the ωB97M-V functional and the def2-TZVPD basis.

Summary:
E_LUMO: -4.7 eV
Energy: -955812.3992 eV
Kohn-Sham gap: 7.250 eV

The geometry in ORCA input format:
```
! wB97M-V def2-TZVPD RIJCOSX def2/J DEFGRID3
* xyz 1 1
Cl 14.617 5.620 2.205
C -7.130 -4.377 4.454
Cl -4.323 0.066 -4.655
H -0.196 2.074 3.748
H -1.672 2.578 5.754
Cl -7.001 -6.240 -1.972
Cl -12.980 -5.939 -8.473
Cl 5.081 0.730 4.004
C 9.370 1.803 -7.155
Cl -8.201 -5.107 0.424
H 0.678 0.169 5.217
Cl -10.361 -1.683 -1.688
C -4.501 4.152 1.402
C -2.380 -2.176 4.981
H -3.131 -0.320 3.973
C -6.301 1.448 5.972
Cl -5.524 -4.167 3.712
Cl 0.917 3.254 -3.798
Cl 7.828 1.420 -7.963
Cl -12.330 0.141 -2.812
C -0.759 2.768 -3.434
Cl 12.640 4.916 -2.872
Cl -10.350 -5.865 -7.231
C 1.510 -2.456 5.424
C 0.612 -0.222 4.096
H 2.414 -1.537 3.543
O 2.352 -3.516 5.499
Cl -11.870 -2.449 -4.055
Cl -5.730 5.383 1.788
Cl 2.313 0.776 -5.364
C -1.233 1.507 3.739
Cl 7.541 2.860 -0.576
C 13.870 4.110 2.785
Cl -5.694 1.608 7.640
C -3.601 -1.185 -10.567
Cl 13.510 4.255 4.524
C -1.659 -2.231 -2.041
C -7.050 -4.815 -0.904
Cl 10.129 4.128 -0.173
H 0.788 -2.406 3.150
Cl -6.569 -0.274 5.600
Cl -12.692 -5.006 -5.732
Cl 12.820 2.802 -4.863
H -2.018 -2.336 6.090
Cl -9.843 -0.370 -4.232
C -5.559 0.857 -5.666
C 3.150 -0.247 -4.170
N 0.854 -2.001 6.710
Cl -5.192 -1.320 -9.776
Cl 15.245 3.976 -3.765
C -0.950 -0.136 3.604
C 9.299 2.582 -0.481
H 1.312 0.523 3.478
Cl -5.270 2.794 0.544
Cl -7.255 -3.346 5.901
Cl -1.508 2.079 -4.896
C -11.930 -5.049 -7.343
H -1.130 -0.289 2.449
Cl -7.837 2.337 5.812
H -1.908 2.010 2.915
Cl 8.128 1.279 4.343
Cl -0.377 -3.164 -2.853
C 4.341 1.324 2.495
H -0.004 -2.548 6.944
Cl -11.698 -3.384 -7.933
Cl -0.935 -1.200 -0.781
Cl -8.390 -3.913 3.283
C -2.163 -0.596 4.604
Cl -5.619 0.063 -7.260
C -11.101 -1.090 -3.197
Cl 3.572 -0.035 1.637
Cl -5.427 -4.523 -0.229
Cl 9.806 3.499 -7.481
Cl 10.649 0.731 -7.779
Cl -7.570 -3.389 -1.838
C -1.768 -3.245 3.901
Cl 13.574 2.270 -2.104
Cl 3.874 0.784 -2.909
Cl -7.150 0.721 -4.875
Cl 10.106 3.359 4.825
Cl -3.243 4.873 0.367
C -2.236 0.540 5.808
Cl -7.351 -6.083 4.918
Cl -2.366 -1.976 -9.556
H -2.640 0.370 6.893
Cl -2.497 -1.209 -3.236
Cl -1.688 4.194 -2.905
Cl -3.761 3.559 2.911
Cl 9.875 1.895 -2.021
Cl 4.432 -1.180 -4.982
Cl 3.112 2.555 2.880
Cl 9.650 1.444 0.844
N -1.715 1.673 5.195
C 1.302 -1.709 3.943
Br -2.068 -3.264 1.925
H 1.555 -2.097 7.499
Cl 9.496 1.420 6.907
Cl 9.196 1.561 -5.399
Cl -5.144 2.577 -5.875
Cl 14.994 2.752 2.522
Cl -0.755 1.547 -2.136
Cl 5.600 2.044 1.460
Cl 10.949 0.590 4.527
Cl -2.827 -3.351 -1.295
C 9.670 1.662 5.151
C 13.570 3.491 -3.401
Cl 12.359 3.812 1.889
Cl -3.661 -1.979 -12.161
Cl -3.186 0.535 -10.775
Cl -5.104 2.122 4.837
Cl 1.982 -1.366 -3.423
H -3.559 -2.358 5.002
O -1.000 -4.246 4.414
*
```

Results of the Mulliken charge analysis, in e, for atoms 1 through 6: number 1, Cl, carries -0.10; number 2, C, carries 0.28; number 3, Cl, carries -0.05; number 4, H, carries 0.29; number 5, H, carries 0.29; number 6, Cl, carries -0.09

***

Entry 5:
Below is a structure of composition C26H14N5S2Sn, with properties calculated with the ωB97M-V functional and the def2-TZVPD basis.

Summary:
E_LUMO: -4.0 eV
Energy: -62137.2138 eV
Energy above the lowest of the compared OMol25 structures with the same formula, charge and spin: 0.071 eV
Kohn-Sham gap: 7.099 eV

The geometry in ORCA input format:
```
! wB97M-V def2-TZVPD RIJCOSX def2/J DEFGRID3
* xyz 1 1
C 4.558 -1.102 2.475
H -4.409 0.674 4.044
C -2.664 -0.392 3.385
C -0.261 -0.413 -3.330
H 0.093 -2.036 -4.682
C 3.976 -0.127 1.647
C -2.697 -1.390 4.374
H 0.012 -3.175 3.477
N 2.060 0.641 0.436
C -0.581 -1.377 2.478
C -0.699 -2.369 3.434
C 2.605 -0.244 1.291
H 0.018 2.861 -4.163
Sn -0.085 0.001 -0.172
N -1.653 0.482 1.400
C 0.297 -0.161 -5.675
H 4.250 -2.935 3.496
C 4.694 0.969 1.133
C 0.553 -0.776 -6.926
C -0.286 0.988 -3.194
C -3.622 0.636 3.306
H 4.596 2.731 -0.085
S -0.698 1.856 -1.735
H -4.262 2.373 2.228
C 2.433 -2.245 2.607
C 2.742 1.655 -0.043
H -2.484 2.119 0.498
C 4.076 1.871 0.303
N 0.698 2.842 -7.487
S -0.587 -1.549 -2.027
C 0.518 2.107 -6.629
H 1.894 -3.100 2.975
H -3.477 -1.365 5.115
H 2.212 2.316 -0.719
C 0.280 1.240 -5.534
C -1.749 -2.375 4.360
C 0.059 -0.963 -4.568
C -3.555 1.563 2.298
C 1.791 -1.281 1.851
N 0.754 -1.303 -7.921
C 3.798 -2.155 2.905
H 5.596 -1.005 2.746
H -1.798 -3.176 5.080
C 0.020 1.789 -4.289
C -1.640 -0.416 2.402
H 5.735 1.081 1.395
N 0.441 -1.251 1.560
C -2.555 1.438 1.336
*
```

Results of the natural (NBO) charge analysis, in e, for atoms 1 through 6: number 1, C, carries -0.19; number 2, H, carries 0.24; number 3, C, carries -0.08; number 4, C, carries -0.18; number 5, H, carries 0.25; number 6, C, carries -0.09

***

Entry 6:
Below is a structure of composition C26H16N4O11STi, with properties calculated with the ωB97M-V functional and the def2-TZVPD basis.

Summary:
E_LUMO: -1.8 eV
Energy: -89652.2190 eV
Energy above the lowest of the compared OMol25 structures with the same formula, charge and spin: 0.596 eV
Kohn-Sham gap: 6.164 eV

The geometry in ORCA input format:
```
! wB97M-V def2-TZVPD RIJCOSX def2/J DEFGRID3
* xyz 0 1
H -2.486 -0.053 -0.892
N 4.404 2.016 4.592
H -3.690 4.678 -1.319
C -1.796 -2.421 0.568
O -6.719 2.122 -1.311
S 0.370 -1.301 -0.526
C 1.716 -2.290 -1.139
O -6.122 4.318 -1.179
O -1.044 0.684 2.902
H -3.600 -3.216 1.412
H -0.183 -0.602 -2.575
C 2.974 -4.314 -1.077
O 4.280 1.355 -0.417
C -3.441 3.628 -1.242
C -2.148 3.191 -1.227
C 2.023 1.806 4.002
C -2.787 0.980 -0.998
C -2.942 -3.207 0.553
N -1.800 1.883 -1.103
H -1.559 -1.798 1.424
H 2.482 -0.696 -2.367
C 2.610 -1.715 -2.029
C -0.983 4.116 -1.362
C -5.939 3.089 -1.205
C 3.670 1.771 2.250
C 1.047 1.639 3.049
H 4.405 -2.040 -3.149
N 0.048 -0.189 -1.676
C 3.330 1.872 3.574
O 2.135 1.470 -1.035
H 1.768 1.869 5.049
H -2.657 -4.542 -2.558
Ti 0.308 1.676 -0.978
H -0.601 -3.172 -2.546
O 0.202 3.396 -1.517
H -4.910 0.615 -0.978
C -4.113 1.345 -1.033
O 0.330 1.541 0.797
O 4.059 2.089 5.750
C -3.244 -3.962 -0.569
O 5.543 2.071 4.191
O -0.628 1.958 4.595
H 4.703 1.789 1.936
C -4.466 2.681 -1.161
C 1.335 1.605 1.698
H -4.144 -4.564 -0.583
C -1.261 -3.180 -1.686
H 1.185 -4.001 0.066
C 3.695 -2.473 -2.456
H 3.120 -5.320 -0.706
C 3.871 -3.765 -1.987
C 2.670 1.644 1.297
N -0.341 1.437 3.542
C -2.409 -3.950 -1.687
O -1.026 5.296 -1.322
H 4.716 -4.350 -2.327
C -0.976 -2.426 -0.552
C 3.128 1.492 -0.132
C 1.888 -3.576 -0.640
*
```

Results of the natural (NBO) charge analysis, in e, for atoms 1 through 6: number 1, H, carries 0.19; number 2, N, carries 0.54; number 3, H, carries 0.28; number 4, C, carries -0.20; number 5, O, carries -0.72; number 6, S, carries 1.11

***

- What is the formula in the third record?
  C26H13CaF10N4O2S3

***

- Among the records above, which one has the highest Kohn-Sham gap?
  C26H14BrCl68N2O2